#i
C3H10N3S | ωB97M-V/def2-TZVPD

Structure (XYZ):
```
17
Properties=species:S:1:pos:R:3
C -0.122 0.598 0.318
C 0.599 -0.085 -2.043
C -0.531 0.365 -1.088
N -0.451 1.295 1.204
N 0.787 -1.241 1.119
N -0.219 1.565 2.460
S -1.935 -0.939 -0.922
H 0.806 -1.088 -1.823
H 0.153 -0.016 -3.015
H 1.327 0.682 -2.047
H -0.773 1.343 -1.442
H 1.561 -1.155 1.810
H 0.072 -1.725 1.511
H 0.156 0.880 3.061
H 1.104 -1.807 0.255
H -0.598 2.466 2.840
H -1.935 -1.136 -2.199
```

**HOMO-LUMO gap**: 9.26 eV
**Total charge**: +1
**HOMO**: -13.412 eV

Mulliken population analysis, charges in e, atoms 1 to 4: number 1, C, carries 0.1592; number 2, C, carries -1.3001; number 3, C, carries 0.1008; number 4, N, carries 0.3207

#ii
C3H10N3S | ωB97M-V/def2-TZVPD

Structure (XYZ):
```
17
Properties=species:S:1:pos:R:3
C -1.303 -0.029 -0.605
C 3.130 2.847 0.794
C -0.448 -1.041 0.197
N -1.065 -2.226 0.310
N 0.811 -0.803 0.513
N -2.305 -0.666 -1.370
S 2.013 1.959 0.060
H -1.854 0.580 0.158
H -0.594 0.724 -1.008
H 3.733 2.369 1.462
H 3.493 3.884 0.579
H -1.970 -2.252 -0.008
H -0.631 -3.035 0.587
H 1.130 0.186 0.502
H 1.371 -1.541 1.034
H -3.122 -0.604 -0.909
H -2.390 -0.352 -2.296
```

**HOMO-LUMO gap (spin up / spin down)**: 8.70 / 8.70 eV
**Total charge**: +1
**HOMO (spin up / spin down)**: -12.804 / -12.804 eV

Mulliken population analysis, charges in e, atoms 1 to 4: number 1, C, carries -0.3001; number 2, C, carries -0.2329; number 3, C, carries 0.6211; number 4, N, carries -0.2614

#iii
C3H10N3S | ωB97M-V/def2-TZVPD

Structure (XYZ):
```
17
Properties=species:S:1:pos:R:3
C -0.703 1.284 -0.348
C -1.612 0.071 -0.121
C 0.585 1.165 0.437
N 0.163 0.041 1.781
N 0.233 -2.080 -0.093
N 1.607 0.428 -0.234
S -0.910 -0.876 1.289
H -0.455 1.349 -1.409
H -1.216 2.198 -0.056
H -2.612 0.360 0.202
H -1.708 -0.573 -0.989
H 0.885 2.047 0.999
H -0.266 -2.662 -0.760
H 0.866 -2.651 0.461
H 1.974 0.970 -1.011
H 0.783 -1.333 -0.548
H 2.386 0.260 0.400
```

**HOMO-LUMO gap**: 9.94 eV
**Total charge**: +1
**HOMO**: -14.257 eV

Mulliken population analysis, charges in e, atoms 1 to 4: number 1, C, carries -0.4899; number 2, C, carries -0.6111; number 3, C, carries -0.0091; number 4, N, carries -0.3525

What are the relative energies? In kJ/mol: #i 188.4; #ii 0.0; #iii 77.4.

#i
C2H3BrN2S | ωB97M-V/def2-TZVPD

Structure (XYZ):
```
9
Properties=species:S:1:pos:R:3
C 1.197 -0.178 0.620
C -0.917 0.012 -0.705
N 0.736 1.119 0.281
N -0.295 1.202 -0.354
S 0.036 -1.388 -0.118
Br -2.985 -0.099 0.104
H 2.193 -0.348 0.209
H 1.252 -0.263 1.708
H -1.217 -0.058 -1.744
```

**HOMO-LUMO gap**: 8.48 eV
**Total charge**: 0
**HOMO**: -9.482 eV
**SMILES string**: Br[C@H]1N=NCS1

Mulliken population analysis, charges in e, atoms 1 to 4: number 1, C, carries -0.2777; number 2, C, carries -0.1908; number 3, N, carries -0.1916; number 4, N, carries -0.1295

#ii
C2H3BrN2S | ωB97M-V/def2-TZVPD

Structure (XYZ):
```
9
Properties=species:S:1:pos:R:3
C -0.823 1.233 -1.059
C -0.362 -0.078 -0.689
N -0.942 2.364 -1.151
N 0.767 -0.246 0.163
S 0.619 -0.105 1.880
Br 0.403 -2.192 2.592
H -1.082 -0.732 -0.182
H -0.178 -0.686 -1.649
H 1.599 0.442 0.094
```

**HOMO-LUMO gap**: 8.91 eV
**Total charge**: 0
**HOMO**: -9.367 eV
**SMILES string**: N#CCNSBr

Mulliken population analysis, charges in e, atoms 1 to 4: number 1, C, carries 0.3602; number 2, C, carries -0.3694; number 3, N, carries -0.3570; number 4, N, carries -0.4265

What are the relative energies? In kJ/mol: #i 42.4; #ii 0.0.

#i
C21H27N3O4S | ωB97M-V/def2-TZVPD

Structure (XYZ):
```
56
Properties=species:S:1:pos:R:3
C -6.348 -0.107 0.573
H -6.525 0.246 -0.510
O -4.919 -0.497 0.486
C -4.012 0.245 0.211
C -4.204 1.436 -0.252
C -3.187 2.322 -0.338
C -1.943 1.763 -0.133
C -1.704 0.572 -0.073
C -2.817 -0.246 0.198
O -2.666 -1.642 0.607
C -1.688 -2.239 0.258
C -1.335 -2.250 -1.353
H -1.901 -1.857 -1.875
H -1.327 -3.247 -1.659
C 0.184 -1.878 -1.660
N 1.112 -2.558 -0.580
C 2.551 -2.580 -0.862
O 3.285 -2.984 -0.075
C 3.053 -1.522 -2.191
H 2.574 -2.060 -2.923
H 3.988 -1.594 -2.228
H 2.433 -0.521 -1.936
C 0.708 -3.068 0.557
C -0.455 -2.308 1.321
H -0.050 -1.164 1.043
H -0.554 -2.737 2.120
H 0.354 -4.371 0.261
H 1.613 -3.123 1.131
H 0.329 -2.101 -2.475
H 0.299 -0.815 -1.325
H -2.063 -3.318 0.353
H -0.717 0.127 -0.026
C -0.639 2.768 -0.626
O -0.703 3.430 -1.559
N 0.396 2.387 0.095
H 0.422 2.045 0.929
C 1.753 3.054 -0.309
C 2.769 2.012 0.353
C 3.947 1.928 -0.534
S 4.766 0.702 0.188
C 3.637 0.177 1.356
N 2.424 1.130 1.298
C 3.536 -0.896 2.200
H 2.692 -0.999 2.819
H 4.410 -0.683 2.728
H 3.873 -1.867 1.627
H 4.439 2.382 -1.298
C 2.096 4.084 0.848
H 2.963 4.769 0.510
H 1.061 5.045 0.704
H 1.959 3.941 1.795
H 1.772 3.445 -1.225
H -3.078 3.501 -0.779
H -5.149 1.960 -0.060
H -6.908 -1.027 0.865
H -6.509 0.787 1.431
```

**HOMO-LUMO gap**: 8.46 eV
**Total charge**: 0
**HOMO**: -7.930 eV

Mulliken population analysis, charges in e, atoms 1 to 4: number 1, C, carries -0.8093; number 2, H, carries 0.3627; number 3, O, carries -0.3989; number 4, C, carries 0.6209

#ii
C21H27N3O4S | ωB97M-V/def2-TZVPD

Structure (XYZ):
```
56
Properties=species:S:1:pos:R:3
C -5.239 -2.078 0.675
C -4.341 -1.624 -0.472
O -3.089 -2.287 -0.478
C -2.113 -1.900 0.379
C -2.221 -0.858 1.295
C -1.159 -0.554 2.129
C 0.002 -1.292 2.054
C 0.128 -2.322 1.140
C -0.918 -2.641 0.295
C -0.811 -3.747 -0.707
H -0.856 -3.339 -1.716
H 0.121 -4.289 -0.584
H -1.648 -4.435 -0.596
H 1.050 -2.882 1.116
S 1.384 -0.860 3.096
O 2.228 -2.003 3.282
O 0.896 -0.166 4.254
N 2.258 0.254 2.212
C 1.582 1.501 1.963
C 2.620 2.556 1.589
H 3.326 2.648 2.416
H 2.135 3.524 1.456
C 3.393 2.111 0.343
C 2.540 2.034 -0.927
O 2.608 1.117 -1.718
N 1.727 3.094 -1.140
H 1.722 3.870 -0.502
C 0.901 3.169 -2.332
C -0.004 1.970 -2.442
C -0.933 1.678 -1.448
N -1.748 0.640 -1.486
C -1.668 -0.178 -2.523
C -0.773 0.005 -3.565
C 0.071 1.100 -3.522
H 0.790 1.276 -4.310
H -0.737 -0.693 -4.387
H -2.349 -1.018 -2.511
H -1.032 2.316 -0.578
H 0.309 4.085 -2.276
H 1.544 3.213 -3.219
C 4.027 0.743 0.619
C 2.959 -0.258 1.058
H 3.413 -1.202 1.359
H 2.265 -0.441 0.224
H 4.508 0.372 -0.286
H 4.772 0.843 1.408
H 4.188 2.839 0.132
H 1.065 1.770 2.885
H 0.843 1.394 1.150
H -1.232 0.235 2.860
H -3.120 -0.269 1.363
H -4.195 -0.539 -0.462
H -4.799 -1.903 -1.426
H -6.200 -1.575 0.608
H -4.789 -1.854 1.638
H -5.400 -3.152 0.615
```

**HOMO-LUMO gap**: 8.96 eV
**Total charge**: 0
**HOMO**: -8.513 eV
**SMILES string**: CCOc1ccc(S(=O)(=O)N2CCC(C(=O)NCc3cccnc3)CC2)cc1C

Mulliken population analysis, charges in e, atoms 1 to 4: number 1, C, carries -1.2592; number 2, C, carries -0.5084; number 3, O, carries -0.4523; number 4, C, carries 0.7218

What are the relative energies? In kJ/mol: #i 2013.8; #ii 0.0.

#i
C4H9N3O2 | ωB97M-V/def2-TZVPD

Structure (XYZ):
```
18
Properties=species:S:1:pos:R:3
C -2.592 -0.296 -1.305
C 1.670 -0.667 1.557
N -1.298 -0.010 -0.757
C 1.433 -0.068 -0.845
N 1.064 0.167 0.524
C -1.063 0.252 0.440
O 1.428 1.116 -1.512
N -1.292 0.717 1.568
O 2.091 -1.016 -1.185
H 1.890 0.984 -2.351
H 0.903 1.142 0.767
H -0.862 1.486 2.051
H -2.519 -0.367 -2.390
H -3.347 0.459 -1.061
H -2.967 -1.254 -0.928
H 1.516 -0.208 2.533
H 1.210 -1.654 1.534
H 2.734 -0.784 1.360
```

**HOMO-LUMO gap**: 9.42 eV
**Total charge**: 0
**HOMO**: -8.816 eV
**SMILES string**: CNC(=O)O.CN=C=N

Mulliken population analysis, charges in e, atoms 1 to 4: number 1, C, carries -0.8511; number 2, C, carries -0.9731; number 3, N, carries -0.3133; number 4, C, carries 0.5802

#ii
C4H9N3O2 | ωB97M-V/def2-TZVPD

Structure (XYZ):
```
18
Properties=species:S:1:pos:R:3
C 0.059 -0.220 1.889
N -0.268 0.226 0.553
C -1.530 0.275 0.065
C 0.812 0.455 -0.347
N 1.673 1.502 0.032
N 0.338 -1.558 -1.626
C 1.031 -0.373 -1.374
O -2.428 -0.395 0.821
O -1.852 0.838 -0.955
H -3.308 -0.260 0.446
H 2.336 1.727 -0.697
H 1.161 2.328 0.311
H 0.218 -1.741 -2.616
H -0.542 -1.621 -1.136
H 1.862 -0.186 -2.042
H 0.861 -0.969 1.838
H 0.411 0.635 2.489
H -0.835 -0.662 2.348
```

**HOMO-LUMO gap**: 8.13 eV
**Total charge**: 0
**HOMO**: -7.374 eV
**SMILES string**: CN(C(=O)O)/C(N)=C\N

Mulliken population analysis, charges in e, atoms 1 to 4: number 1, C, carries -0.9214; number 2, N, carries 0.0768; number 3, C, carries 0.6433; number 4, C, carries 0.2927

#iii
C4H9N3O2 | ωB97M-V/def2-TZVPD

Structure (XYZ):
```
18
Properties=species:S:1:pos:R:3
C -0.866 0.395 1.434
C 0.367 1.176 0.820
C -0.093 -0.812 -0.244
C 1.669 0.414 -1.188
N -0.592 -0.980 1.106
N 0.453 0.416 -0.441
N -1.446 -0.998 -1.100
O -1.711 -2.150 -1.286
O -2.076 -0.007 -1.361
H -0.844 0.393 2.489
H -1.788 0.706 0.925
H 0.207 2.309 0.549
H 1.313 1.135 1.391
H 0.467 -1.677 -0.516
H 2.177 -0.544 -1.095
H 1.692 0.755 -2.220
H 2.372 1.125 -0.556
H -1.301 -1.657 1.293
```

**HOMO-LUMO gap**: 9.97 eV
**Total charge**: 0
**HOMO**: -9.089 eV
**SMILES string**: CN1CCN[C@H]1[N+](=O)[O-]

Mulliken population analysis, charges in e, atoms 1 to 4: number 1, C, carries -0.6119; number 2, C, carries -0.5718; number 3, C, carries -0.2878; number 4, C, carries -0.8664

What are the relative energies? In kJ/mol: #i 191.1; #ii 0.0; #iii 405.7.